(1)
Below is 7 unconnected molecules or ions with the total composition C15H33Br12O4P, with properties calculated with wB97M-V/def2-TZVPD.

Last column: Löwdin charge in e.
Atoms and positions in Å:
C  13.0881  10.3980  11.3599  -0.0750
O  13.8297  11.6336  11.3165  -0.2110
P  13.0948  12.9826  11.0393  0.2857
O  12.1886  13.0366  9.9426  -0.1922
O  12.5012  13.2950  12.4882  -0.2617
C  11.7223  14.4954  12.5992  -0.0908
O  14.3212  13.9632  10.8691  -0.2142
C  15.3595  14.0104  11.9281  -0.0367
H  12.8784  10.0191  10.3465  0.0990
H  12.1513  10.5294  11.9265  0.0476
H  13.7405  9.7012  11.8863  0.0671
H  10.8300  14.1361  13.1099  0.0553
H  11.5387  15.0675  11.7036  0.0137
H  12.2720  15.1292  13.3301  0.0890
H  16.0461  13.1825  11.7564  0.0877
H  14.9094  13.9356  12.9328  0.0809
H  15.8305  14.9830  11.8391  0.0830
Br  6.5214  12.5587  12.9585  0.6419
C  7.2582  14.0261  13.9694  -0.7105
C  6.5213  15.3216  13.7542  -0.6825
Br  7.0820  16.8221  14.9049  0.5846
H  8.2991  14.0810  13.7002  0.0173
H  7.2252  13.7455  15.0285  0.0606
H  5.4489  15.2824  13.9151  0.0481
H  6.6794  15.7465  12.7669  0.0240
Br  8.9744  6.7337  13.8162  0.6021
C  9.6983  8.5026  13.3003  -0.6656
C  9.3830  9.5264  14.3805  -0.6640
Br  10.1352  11.2960  14.0214  0.6946
H  9.2995  8.7819  12.3220  0.0636
H  10.7779  8.3542  13.2551  0.0121
H  9.7482  9.2893  15.3755  0.0489
H  8.3140  9.7485  14.4568  0.0454
Br  12.6132  15.3177  5.6571  0.5577
C  12.3199  16.6398  7.1253  -0.6306
C  12.5862  16.0473  8.5216  -0.6781
Br  12.0357  17.1936  9.9927  0.6536
H  11.2808  16.9414  6.9529  0.0475
H  13.0051  17.4478  6.8698  0.0486
H  13.6601  15.8707  8.6491  0.0576
H  12.1407  15.0843  8.7153  0.0140
Br  6.8739  12.2517  7.7540  0.5871
C  8.7485  12.5799  8.2339  -0.6618
C  8.8540  12.9475  9.7449  -0.6775
Br  8.2996  14.7917  10.0067  0.6095
H  9.1166  13.4001  7.6121  0.0451
H  9.3229  11.6973  8.0147  0.0502
H  9.8758  12.8162  10.0918  0.0231
H  8.1693  12.3360  10.3417  0.0062
Br  12.0855  20.2719  12.2089  0.5765
C  12.7234  18.9090  13.4800  -0.7004
C  14.2203  18.6586  13.4787  -0.6340
Br  14.6594  17.2484  14.7985  0.5841
H  12.1140  18.0283  13.2346  0.0316
H  12.3809  19.2477  14.4660  0.0539
H  14.8080  19.4962  13.7773  0.0431
H  14.5768  18.2158  12.5594  0.0387
Br  14.1918  12.7448  16.6819  0.6935
C  13.7291  11.4181  15.4279  -0.7614
C  13.7830  10.0558  16.1104  -0.7253
Br  13.4783  8.5760  14.9365  0.6681
H  14.4576  11.4056  14.6346  0.0498
H  12.7418  11.6436  15.0523  -0.0180
H  13.0831  9.9136  16.9183  0.0475
H  14.8076  9.8928  16.4731  0.0523

Output
frontier orbital gap = 10.16 eV
SMILES = COP(=O)(OC)OC.BrCCBr.BrCCBr.BrCCBr.BrCCBr.BrCCBr.BrCCBr
HOMO energy = -9.9403 eV
spin multiplicity = 1
total energy = -32121.9347 a.u.

***

(2)
Below is a molecular structure, C14H32DyNO2P2Si, with properties calculated with wB97M-V/def2-TZVPD.

Last column: Löwdin charge in e.
Atoms and positions in Å:
Dy  0.0074  0.6566  0.6109  1.3275
P  -2.5962  0.7975  -0.2647  0.7926
C  -2.2784  1.5523  -1.9119  -0.2799
C  -0.8520  1.6529  -2.4316  -0.2909
N  0.2207  1.3619  -1.6504  -0.0462
C  1.4719  1.5166  -2.1737  -0.3059
C  1.6607  1.9659  -3.4679  0.0052
C  0.5638  2.2327  -4.2806  0.0182
C  -0.7069  2.0705  -3.7445  0.0033
C  2.7055  1.2548  -1.3091  -0.3018
P  2.5776  -0.1565  -0.1267  0.7868
H  -1.6154  2.2966  -4.3050  0.1399
H  2.6858  2.0834  -3.8226  0.1367
H  0.6971  2.5753  -5.3024  0.1355
H  3.5487  1.0221  -1.9810  0.1038
H  2.9837  2.1655  -0.7390  0.1118
H  -2.8641  0.9974  -2.6477  0.1045
H  -2.7170  2.5667  -1.8781  0.1087
H  -0.8638  -3.7092  -3.8754  0.0277
O  -1.7283  -3.8100  -3.4631  -0.0734
H  -2.3398  -3.7433  -4.2212  0.0510
H  0.4520  -2.2735  2.6410  0.0124
O  -0.2922  -1.3330  0.5464  -0.5189
H  -0.6075  -2.1194  0.0627  0.0521
C  2.8459  -1.5470  -1.2693  -0.2306
H  3.8274  -1.4573  -1.7573  0.0696
H  2.8027  -2.4765  -0.6882  0.0645
H  2.0537  -1.5795  -2.0271  0.0559
C  4.1791  -0.0701  0.7281  -0.2498
H  4.2057  -0.8777  1.4714  0.0578
H  5.0065  -0.1982  0.0154  0.0695
H  4.2784  0.8908  1.2501  0.0607
C  -3.8517  1.9138  0.4309  -0.2387
H  -4.8687  1.6413  0.1243  0.0681
H  -3.7920  1.8487  1.5237  0.0461
H  -3.6484  2.9518  0.1470  0.0567
C  -3.5675  -0.6806  -0.7301  -0.2281
H  -3.6896  -1.3014  0.1659  0.0575
H  -4.5605  -0.4069  -1.1128  0.0704
H  -3.0292  -1.2756  -1.4787  0.0559
C  1.6726  0.0548  3.6954  -0.2091
Si  0.2186  -1.1353  3.5959  0.5175
C  0.0644  -2.0826  5.2021  -0.2142
C  -1.3334  -0.1121  3.1808  -0.2523
H  2.4824  -0.1636  2.9844  -0.0060
H  2.0853  -0.0559  4.7118  0.0561
H  1.3729  1.1078  3.5777  0.0269
H  -0.0151  -1.4347  6.0821  0.0413
H  -0.8070  -2.7472  5.1592  0.0408
H  0.9543  -2.7169  5.3088  0.0439
H  -1.9391  -0.1242  4.0971  0.0615
H  -1.1062  0.9516  2.9687  0.0022
H  -1.9549  -0.5413  2.3789  0.0055

Output
frontier orbital gap (spin up / spin down) = 7.29 / 9.05 eV
HOMO energy (spin up / spin down) = -15.3807 / -15.4826 eV
spin multiplicity = 6
net charge = +2
total energy = -2614.6277 a.u.

***

(3)
Below is 15 unconnected molecules or ions with the total composition C5H40O15S, with properties calculated with wB97M-V/def2-TZVPD.

Last column: Löwdin charge in e.
Atoms and positions in Å:
C  0.0062  3.0753  -1.8525  -0.1928
O  -0.4142  3.4049  -0.4912  -0.1420
C  -0.9774  2.0928  -2.5698  -0.1725
C  -0.2795  1.2903  -3.6380  -0.2964
C  0.8291  0.2193  -3.3913  -0.5280
S  0.2397  -1.4387  -3.6799  0.8202
C  0.4566  -2.3686  -2.0640  -0.3766
H  1.0654  2.6788  -1.8490  0.1185
H  0.0912  4.0352  -2.3786  0.1165
H  0.2612  3.0608  0.1836  0.0575
H  -1.2990  1.3835  -1.8111  0.1126
H  -1.7262  2.7869  -3.0026  0.1288
H  -0.0535  1.9368  -4.4796  0.0993
H  -1.0515  0.6398  -4.1909  0.0966
H  1.3405  0.2800  -2.3923  0.0757
H  1.5298  0.5039  -4.2011  0.0752
H  -0.1421  -1.9835  -1.2656  0.0057
H  0.3582  -3.4053  -2.4020  0.0282
H  1.5286  -2.4440  -1.8070  0.0312
H  1.5588  3.0242  2.1543  0.0869
H  1.9666  1.9355  1.2007  0.0372
O  1.5354  2.8181  1.1967  -0.0384
H  4.8231  2.8077  -1.9930  0.0303
H  3.9554  1.6281  -1.8527  0.0112
O  4.1201  2.3655  -2.4595  -0.0450
H  3.0599  -0.1821  1.1479  0.0392
H  3.5084  0.0640  -0.2799  0.0095
O  2.7775  0.1997  0.3295  -0.0417
H  2.0343  -2.2719  3.7198  0.0092
H  2.4202  -1.2214  4.6307  0.0166
O  2.8565  -1.8242  3.9874  -0.0851
H  -0.7298  -2.8852  4.4385  0.0644
H  -1.0821  -1.8586  3.2736  0.0153
O  -0.5460  -2.0233  4.0512  -0.0378
H  -4.8339  -0.7591  -0.0443  0.0156
H  -5.4385  -1.9601  -0.9282  0.0199
O  -5.5067  -1.0384  -0.6622  -0.0553
H  -3.6231  -4.4534  -0.8663  0.0338
H  -2.8643  -3.3737  -0.1431  -0.0194
O  -3.7648  -3.6763  -0.3177  -0.0653
H  0.6764  0.1988  5.5513  0.0576
H  0.5022  -0.0606  3.9759  0.0053
O  1.0824  0.1789  4.6904  -0.0445
H  5.4991  -1.2525  0.0550  0.0762
H  4.8798  -2.0656  -1.0415  0.0518
O  4.9365  -1.1633  -0.7388  -0.0383
H  -2.5458  0.7117  1.6034  -0.0050
H  -1.0410  0.2968  2.1236  0.0093
O  -1.9910  0.2441  2.2157  -0.0540
H  -5.0486  1.2991  -0.5614  0.0057
H  -4.4779  2.3315  0.4206  -0.0003
O  -5.2988  2.0494  -0.0076  -0.0631
H  1.4742  -1.5441  1.9145  0.0045
H  1.3580  -1.2738  0.4133  0.0232
O  0.9846  -1.8036  1.1384  -0.0465
H  -2.1841  3.0676  1.6475  0.0487
H  -1.6680  2.8235  0.1146  0.0330
O  -2.1941  2.4366  0.9265  -0.1187
H  -0.7047  -3.7678  0.3295  0.0527
H  -0.8699  -2.4908  1.0848  -0.0044
O  -1.3592  -3.2795  0.8439  -0.0520

Output
frontier orbital gap = 8.25 eV
HOMO energy = -8.7830 eV
spin multiplicity = 1
total energy = -1741.2163 a.u.

***

(4)
Below is a molecular structure, C42H37F5IrO4PTe, with properties calculated with wB97M-V/def2-TZVPD.

Last column: Löwdin charge in e.
Atoms and positions in Å:
Ir  0.0358  0.0880  -0.4895  1.4252
C  4.7799  4.5186  -3.3519  -0.1004
C  4.1601  4.7396  -2.1295  -0.0857
C  3.3493  3.7639  -1.5695  -0.0740
C  3.1342  2.5528  -2.2241  -0.2721
C  3.7554  2.3437  -3.4529  -0.0952
C  4.5769  3.3163  -4.0105  -0.0882
P  1.9291  1.2993  -1.5782  0.8596
C  2.4604  -0.2770  -2.2903  -0.3323
C  1.5367  -1.1121  -2.9219  -0.0825
C  1.9182  -2.3783  -3.3446  -0.0628
C  3.2238  -2.8028  -3.1718  -0.0822
C  4.1527  -1.9686  -2.5632  -0.0830
C  3.7713  -0.7197  -2.1067  -0.1274
C  0.5429  1.8582  -2.6364  -0.3581
C  0.4641  2.7075  -3.7361  -0.0674
C  -0.7811  2.9135  -4.3119  -0.0949
C  -1.9088  2.2816  -3.7883  -0.0847
C  -1.8205  1.4365  -2.6887  -0.0861
C  -0.5754  1.2263  -2.1028  -0.3363
H  5.4184  5.2782  -3.7850  0.0960
H  4.3139  5.6734  -1.6029  0.0995
H  2.8906  3.9518  -0.6076  0.0922
H  3.5960  1.4154  -3.9879  0.1095
H  5.0566  3.1291  -4.9634  0.0997
H  0.5205  -0.7768  -3.1001  0.0977
H  1.1856  -3.0315  -3.7993  0.1103
H  3.5165  -3.7949  -3.4898  0.1060
H  5.1691  -2.3081  -2.4109  0.1098
H  4.4856  -0.0825  -1.5997  0.1107
H  1.3443  3.2029  -4.1275  0.0992
H  -0.8803  3.5696  -5.1681  0.0941
H  -2.8747  2.4583  -4.2478  0.0977
H  -2.6944  0.9309  -2.2977  0.0998
O  -0.6774  -2.6908  0.4585  -0.0516
C  -2.0684  -2.7037  0.6260  -0.3249
C  -2.6339  -1.6576  -0.3871  -0.5381
O  -3.8436  -1.5640  -0.5343  0.0507
O  -1.7819  -0.9518  -1.0515  -0.1611
C  -2.5002  -2.1956  2.0101  -0.1110
C  -3.8230  -2.3165  2.4360  -0.0178
C  -4.2204  -1.8066  3.6599  -0.0833
C  -3.3032  -1.1671  4.4862  -0.1003
C  -1.9894  -1.0447  4.0701  -0.0716
C  -1.5892  -1.5490  2.8366  -0.0156
C  -2.5999  -4.1239  0.3633  -0.1065
C  -1.7370  -5.1943  0.5906  -0.0097
C  -2.1573  -6.5044  0.4141  -0.0874
C  -3.4507  -6.7744  -0.0066  -0.1114
C  -4.3124  -5.7166  -0.2532  -0.0897
C  -3.8949  -4.4053  -0.0699  -0.0392
H  -0.1919  -2.8963  1.2693  0.0599
H  -4.5507  -2.7993  1.8014  0.1038
H  -5.2538  -1.9087  3.9692  0.0965
H  -3.6138  -0.7684  5.4446  0.0938
H  -1.2583  -0.5479  4.6929  0.0983
H  -0.5598  -1.4127  2.5326  0.0978
H  -0.7162  -5.0042  0.8916  0.1178
H  -1.4637  -7.3151  0.6011  0.0975
H  -3.7798  -7.7965  -0.1491  0.0914
H  -5.3216  -5.9081  -0.5983  0.0953
H  -4.5642  -3.5887  -0.2953  0.0979
C  -2.1765  3.2690  0.8696  -0.0360
C  -0.7883  2.6427  1.0552  -0.5239
C  0.2535  3.4894  0.3350  -0.0396
C  -0.8969  1.2244  0.5946  -0.1140
C  -0.3904  2.4644  2.5302  -0.1712
C  -1.1827  2.9106  3.5841  -0.0349
C  -0.7519  2.7594  4.8951  -0.0927
C  0.4566  2.1341  5.1678  -0.0943
C  1.2337  1.6487  4.1253  -0.0574
C  0.8150  1.8187  2.8139  -0.0212
H  -2.4009  3.3428  -0.1955  0.0874
H  -2.1921  4.2739  1.2959  0.0899
H  -2.9595  2.6760  1.3441  0.0923
H  0.0236  3.5654  -0.7294  0.0825
H  1.2461  3.0636  0.4634  0.0459
H  0.2600  4.4944  0.7629  0.1011
H  -1.7304  0.7011  1.0858  0.1006
H  -2.1319  3.3924  3.3919  0.0996
H  -1.3711  3.1234  5.7059  0.0968
H  0.7810  2.0061  6.1933  0.0982
H  2.1569  1.1145  4.3072  0.0968
H  1.4294  1.4152  2.0182  0.0840
F  2.5419  -2.9172  -0.3373  -0.5080
Te  2.9549  -1.6935  1.1491  1.8641
F  4.2320  -3.0072  1.8549  -0.5614
F  2.9485  -0.7805  2.9018  -0.5409
F  2.7872  1.3432  -0.1525  -0.2887
F  1.7391  -2.8407  2.0374  -0.4322
O  1.2169  -0.7250  0.7795  -0.7984

Output
frontier orbital gap (spin up / spin down) = 7.34 / 7.42 eV
HOMO energy (spin up / spin down) = -5.4605 / -6.0715 eV
spin multiplicity = 2
net charge = -1
total energy = -3136.7541 a.u.

***

(5)
Below is 2 unconnected molecules or ions with the total composition CH6N3OS, with properties calculated with wB97M-V/def2-TZVPD.

Last column: Löwdin charge in e.
Atoms and positions in Å:
C  0.5053  0.8522  -0.1745  -0.2093
N  2.4851  -0.0249  -0.7570  0.1609
N  -2.5415  -1.4907  0.8436  -0.3155
N  -0.3043  -0.0855  0.1336  -0.1539
O  0.3614  2.1365  -0.1221  0.1641
S  -1.9504  0.0340  0.9809  0.9495
H  2.5897  0.5353  -1.5859  0.0037
H  2.9231  0.2025  0.1163  0.0060
H  -1.9809  -2.1551  1.3486  0.0485
H  -2.7350  -1.7337  -0.1204  0.0580
H  -0.1029  -1.0845  0.0175  0.1239
H  0.7505  2.8139  -0.6805  0.1642

Output
frontier orbital gap (spin up / spin down) = 8.54 / 8.56 eV
HOMO energy (spin up / spin down) = -14.0561 / -14.0567 eV
spin multiplicity = 1
net charge = +1
total energy = -678.9847 a.u.

***

(6)
Below is a molecular structure, C15H31INOS4Si3Zr, with properties calculated with wB97M-V/def2-TZVPD.

Last column: Löwdin charge in e.
Atoms and positions in Å:
Zr  1.0057  -0.6993  -1.1203  1.0377
S  3.3355  -1.5424  -0.8455  0.0883
S  2.7692  -2.5653  -2.5965  0.0446
S  2.0466  -1.1856  -3.9224  0.0392
S  0.0360  -0.9064  -3.3763  0.0851
C  0.5441  -4.0467  -0.6693  -0.1048
O  0.2588  -2.6600  -0.4243  -0.5207
Si  -0.2941  -2.0471  1.1086  0.3357
C  1.0683  -2.4927  2.3056  -0.1331
C  -1.8186  -2.9808  1.6337  -0.1251
C  -0.4184  -0.2899  0.5037  -0.5859
Si  -2.1910  0.0379  -0.1729  0.4056
C  -3.3518  0.3719  1.2623  -0.1599
C  -2.8601  -1.4142  -1.1798  -0.1791
C  -2.2638  1.4967  -1.3601  -0.1908
Si  0.1531  0.9753  1.8010  0.4058
C  -0.4701  2.7234  1.4823  -0.1638
C  -0.4351  0.5116  3.5242  -0.1583
C  2.0419  1.0661  1.7969  -0.1685
H  -0.1529  -4.6590  -0.0993  0.0936
H  1.5694  -4.2667  -0.3721  0.0851
H  0.4177  -4.2365  -1.7320  0.0860
H  1.2082  -3.5771  2.2644  0.0513
H  0.8131  -2.2534  3.3371  0.0369
H  2.0305  -2.0351  2.0738  0.0230
H  -1.5385  -4.0059  1.8897  0.0488
H  -2.6239  -3.0173  0.9047  0.0267
H  -2.2065  -2.5340  2.5527  0.0491
H  -3.3917  -0.4713  1.9536  0.0283
H  -4.3627  0.5164  0.8721  0.0478
H  -3.0936  1.2630  1.8340  0.0265
H  -3.6262  -1.9654  -0.6333  0.0337
H  -2.1166  -2.1325  -1.5300  0.0112
H  -3.3460  -1.0028  -2.0680  0.0426
H  -1.9635  2.4575  -0.9428  -0.0009
H  -3.3133  1.5951  -1.6529  0.0511
H  -1.7034  1.3334  -2.2851  0.0104
H  -1.5261  2.7948  1.2288  0.0189
H  0.0994  3.2552  0.7177  0.0154
H  -0.3320  3.2822  2.4119  0.0481
H  -1.5115  0.3352  3.5585  0.0316
H  -0.2246  1.3470  4.1964  0.0445
H  0.0646  -0.3625  3.9399  0.0187
H  2.4149  1.8309  1.1117  0.0268
H  2.5469  0.1278  1.5467  -0.0061
H  2.3855  1.3401  2.7975  0.0471
I  -0.1951  5.0051  -2.4578  0.9771
C  1.2812  3.5510  -2.4523  -0.6961
C  2.4860  3.7160  -3.1247  -0.0876
C  3.4374  2.7092  -3.0588  -0.0163
C  3.1590  1.5636  -2.3397  -0.1566
N  1.9866  1.3916  -1.7122  -0.0929
C  1.0808  2.3702  -1.7589  -0.2309
H  2.6805  4.6199  -3.6865  0.1131
H  4.3905  2.8104  -3.5573  0.1238
H  3.8661  0.7507  -2.2522  0.0694
H  0.1536  2.2007  -1.2266  0.0486

Output
frontier orbital gap = 7.83 eV
HOMO energy = -11.5805 eV
spin multiplicity = 1
net charge = +1
total energy = -3526.1861 a.u.

***

Number 1 is which compound? C15H33Br12O4P